Computed, not measured: C21H14ClF5NO4PSSm as an isolated structure, with ωB97M-V/def2-TZVPD.

The geometry in XYZ format:
```
49
Properties=species:S:1:pos:R:3
Sm -12.5792 -4.5054 -6.2118
O -9.6366 -6.7652 -7.5288
Cl -9.8057 -5.3990 -7.3366
O -10.3302 -5.1921 -5.9274
O -8.5607 -4.7325 -7.5310
O -10.8972 -4.8652 -8.1795
C -15.6734 -11.6874 -4.2154
C -15.2885 -10.7874 -3.2367
C -14.6635 -9.6066 -3.5843
C -14.5133 -9.2531 -4.9340
C -14.9013 -10.1714 -5.8866
C -15.4331 -11.4077 -5.5462
P -13.8047 -7.5967 -5.3650
C -13.5298 -7.7155 -7.1879
C -14.3031 -7.0415 -8.1428
C -13.9672 -7.1074 -9.4892
C -12.8099 -7.7900 -9.8808
C -12.0385 -8.4118 -8.9291
C -12.3895 -8.3940 -7.5796
C -15.2499 -6.5008 -5.3307
C -16.5476 -6.8725 -5.1869
C -17.5950 -5.9590 -5.3029
C -17.2920 -4.6455 -5.6138
C -15.9486 -4.2550 -5.7420
C -14.8999 -5.1569 -5.6475
H -16.1128 -12.6559 -3.8725
H -15.5067 -11.0615 -2.1905
H -14.3188 -8.9319 -2.8045
H -14.7987 -9.9005 -6.8915
H -15.6785 -12.1029 -6.2802
H -15.1901 -6.4998 -7.8202
H -14.5465 -6.5411 -10.1995
H -12.4793 -7.8351 -10.8735
H -11.1034 -8.8204 -9.1981
H -11.7523 -8.8739 -6.8512
H -16.7466 -7.8951 -4.9213
H -18.6172 -6.3309 -5.1527
H -18.0545 -3.8705 -5.6796
H -15.7873 -3.2107 -5.9253
F -11.9903 -2.5660 -7.4195
C -13.2159 -1.6899 -7.4431
F -13.8922 -2.3003 -6.3063
C -13.9266 -2.3929 -8.5803
F -14.1062 -3.7470 -8.4089
F -15.1426 -1.9099 -8.7521
F -13.2615 -2.2905 -9.7354
S -10.8060 -4.4173 -1.6319
C -11.6601 -4.2310 -2.9886
N -12.2983 -4.0333 -3.9639
```

Its molecular weight is 688.2 g/mol. As for the gap between HOMO and LUMO (alpha / beta): 7.525 / 8.232 eV. Its HOMO energy (alpha / beta) is -0.210 / -0.210 Eh. As for the multiplicity: 6. As for the net charge: -1.